# 1
This record from the Open Molecules 2025 dataset describes the molecule CH5BS2. The level of theory is ωB97M-V/def2-TZVPD.

Positions of all 9 atoms, in Å:
C 0.0068 -1.4031 -0.0286
B -0.0019 0.1753 -0.0165
S 1.5749 1.0400 -0.0014
S -1.5865 1.0259 -0.0014
H -0.0088 -1.7866 0.9928
H 0.8995 -1.8121 -0.4986
H -0.8629 -1.8238 -0.5296
H 1.1356 2.2974 0.0421
H -1.1568 2.2870 0.0413

Forces on atoms 1 to 2 (eV/Å):
C 0.0 0.2 0.0
B 0.0 -0.2 0.0

Calculated values
HOMO   -0.353 Eh
Relative energy (zero: lowest compared OMol25 entry of this formula, charge and spin)   0.0 kcal/mol
HOMO-LUMO gap   0.3655 hartree
2S+1   1
Structure (SMILES)   CB(S)S

# 2
This record from the Open Molecules 2025 dataset describes a 2-piece molecular cluster, CH5BrN overall in a non-equilibrium geometry. The level of theory is ωB97M-V/def2-TZVPD.

Positions of all 8 atoms, in Å:
C -0.4823 0.2289 0.4051
N 0.4928 -0.5886 -0.3176
Br -0.3140 0.0841 2.3145
H -0.2606 2.3661 -0.9948
H -1.5858 0.3250 0.1941
H 1.3990 -0.4028 -0.1886
H 0.2676 -1.5840 -0.1129
H 0.4833 -0.4288 -1.2998

Forces on atoms 1 to 2 (eV/Å):
C -1.1 1.2 2.3
N -5.2 -1.8 -0.5

Calculated values
HOMO (spin up / spin down)   -0.531 / -0.558 Eh
Relative energy (zero: lowest compared OMol25 entry of this formula, charge and spin)   109.7 kcal/mol
Charge   +1
HOMO-LUMO gap (spin up / spin down)   0.3554 / 0.3385 hartree
2S+1   1

# 3
This record from the Open Molecules 2025 dataset describes a 2-piece molecular cluster, CH5BrP2 overall in a non-equilibrium geometry. The level of theory is ωB97M-V/def2-TZVPD.

Positions of all 9 atoms, in Å:
C 2.0026 0.6638 0.5869
P -0.5259 -0.9248 0.2428
P 0.1969 0.8096 1.0504
Br -4.0595 -0.6979 -1.9290
H 2.1276 0.0580 -0.2283
H 2.3646 0.2752 1.4686
H 2.3977 1.7530 0.3448
H -1.7482 -0.7869 0.7021
H -2.7558 -1.1501 -2.2383

Forces on atoms 1 to 2 (eV/Å):
C -1.6 4.6 -0.4
P 3.0 0.4 -0.7

Calculated values
HOMO   -0.339 Eh
Relative energy (zero: lowest compared OMol25 entry of this formula, charge and spin)   29.4 kcal/mol
HOMO-LUMO gap   0.3105 hartree
2S+1   1

# 4
This record from the Open Molecules 2025 dataset describes a 2-piece molecular cluster, CH5BrP2 overall in a non-equilibrium geometry. The level of theory is ωB97M-V/def2-TZVPD.

Positions of all 9 atoms, in Å:
C -1.8551 1.0057 -0.3367
P 0.9701 -1.3896 -0.1842
P 0.6626 0.4830 0.9201
Br -2.9772 -0.4390 0.1624
H -2.2631 2.0098 -0.0599
H -1.4973 0.8456 -1.4391
H 2.3413 -1.6160 -0.1375
H 0.8040 -2.2951 1.0282
H 0.1193 -0.2110 1.9022

Forces on atoms 1 to 2 (eV/Å):
C 1.4 -0.3 -1.5
P -1.0 -1.6 1.4

Calculated values
HOMO (spin up / spin down)   -0.303 / -0.314 Eh
Relative energy (zero: lowest compared OMol25 entry of this formula, charge and spin)   80.4 kcal/mol
HOMO-LUMO gap (spin up / spin down)   0.2775 / 0.2771 hartree
2S+1   1

# 5
This record from the Open Molecules 2025 dataset describes a 2-piece molecular cluster, CH5BrP2 overall in a non-equilibrium geometry. The level of theory is ωB97M-V/def2-TZVPD.

Positions of all 9 atoms, in Å:
C 3.3842 0.1969 -0.1133
P -3.0142 -0.2276 -0.4439
P -1.3559 -0.1399 0.9723
Br 2.0042 1.0112 0.6529
H 2.9966 -0.7598 -0.4104
H 4.0513 0.6758 -0.7992
H -3.0947 -1.5795 -0.5058
H -4.1911 -0.1081 0.2766
H -0.7804 0.9310 0.3708

Forces on atoms 1 to 2 (eV/Å):
C 0.4 -1.6 -1.1
P 0.4 1.3 -1.2

Calculated values
HOMO (spin up / spin down)   -0.316 / -0.324 Eh
Relative energy (zero: lowest compared OMol25 entry of this formula, charge and spin)   94.3 kcal/mol
HOMO-LUMO gap (spin up / spin down)   0.2574 / 0.3098 hartree
2S+1   1

# 6
This record from the Open Molecules 2025 dataset describes the molecule CH5ClN2O in a non-equilibrium geometry. The level of theory is ωB97M-V/def2-TZVPD.

Positions of all 10 atoms, in Å:
C -0.7326 0.7040 -0.2884
N -0.1851 -0.2154 0.9611
N 1.0841 -0.6990 1.0703
O -0.8054 -0.0640 -1.3801
Cl 1.9792 -1.0589 -0.5861
H -1.7632 0.9309 0.0151
H -0.2395 1.6673 -0.4980
H -0.9361 -0.9492 0.8252
H 1.5763 0.0828 1.5437
H 0.0224 -0.3984 -1.6627

Forces on atoms 1 to 2 (eV/Å):
C 0.6 0.0 1.4
N -3.3 0.0 -0.1

Calculated values
HOMO (spin up / spin down)   -0.247 / -0.361 Eh
Relative energy (zero: lowest compared OMol25 entry of this formula, charge and spin)   6.6 kcal/mol
<S²>   2.010
HOMO-LUMO gap (spin up / spin down)   0.2813 / 0.2576 hartree
2S+1   3

# 7
This record from the Open Molecules 2025 dataset describes a 2-piece molecular cluster, CH5ClN2S overall in a non-equilibrium geometry. The level of theory is ωB97M-V/def2-TZVPD.

Positions of all 10 atoms, in Å:
C -1.2728 -0.1460 -0.5420
N 0.0339 0.0251 0.0054
N 0.5159 -0.8521 0.8367
S 2.1500 -0.6524 1.1380
H -1.9405 -0.9769 -0.3737
H -2.0721 0.5740 -0.3526
H -1.2338 -0.1157 -1.6217
H 2.1693 -1.6121 2.2128
Cl 1.0544 2.4761 -0.8102
H 0.5958 1.2800 -0.4926

Forces on atoms 1 to 2 (eV/Å):
C -2.3 -0.4 -0.7
N 1.3 -3.1 2.5

Calculated values
HOMO   -0.363 Eh
Relative energy (zero: lowest compared OMol25 entry of this formula, charge and spin)   43.3 kcal/mol
HOMO-LUMO gap   0.3432 hartree
2S+1   1
Structure (SMILES)   C/N=N/S.Cl

# 8
This record from the Open Molecules 2025 dataset describes the molecule CH5ClNOP in a non-equilibrium geometry. The level of theory is ωB97M-V/def2-TZVPD.

Positions of all 10 atoms, in Å:
C -1.2526 -0.6998 -0.6409
O -1.0545 0.5078 -0.0477
P 0.3817 1.3426 -0.1434
N 1.3370 0.1196 0.7700
Cl 2.4388 -0.6917 -0.2373
H -0.2858 -1.3809 -0.6153
H -1.5491 -0.5867 -1.5766
H -2.0703 -1.1961 -0.1381
H 0.1002 2.0199 1.2045
H 1.9545 0.5653 1.4249

Forces on atoms 1 to 2 (eV/Å):
C 2.7 -3.2 2.8
O 0.7 2.6 1.0

Calculated values
HOMO   -0.343 Eh
Relative energy (zero: lowest compared OMol25 entry of this formula, charge and spin)   92.0 kcal/mol
HOMO-LUMO gap   0.3695 hartree
2S+1   1
Structure (SMILES)   COPNCl

# 9
This record from the Open Molecules 2025 dataset describes CH5ClO4V as an isolated structure in a non-equilibrium geometry. The level of theory is ωB97M-V/def2-TZVPD.

Positions of all 12 atoms, in Å:
V -0.0308 0.0317 -0.0608
C -0.1468 -0.0396 -2.3198
H 0.9452 0.1444 -2.3086
H -0.3691 -1.0544 -2.6495
H -0.6173 0.6715 -2.9834
H -0.9996 0.2517 -1.3990
H -1.5791 0.3063 -0.6729
O -0.3633 0.1298 3.6232
Cl 0.5573 -0.0619 2.5377
O 1.9099 -0.3253 2.9476
O 0.1103 -1.2286 1.6525
O 0.5832 1.1743 1.6330

Forces on atoms 1 to 2 (eV/Å):
V 0.4 -0.3 0.3
C 1.3 0.0 -0.2

Calculated values
HOMO (spin up / spin down)   -0.329 / -0.357 Eh
Relative energy (zero: lowest compared OMol25 entry of this formula, charge and spin)   8.8 kcal/mol
<S²>   3.768
HOMO-LUMO gap (spin up / spin down)   0.3353 / 0.3380 hartree
2S+1   4

# 10
This record from the Open Molecules 2025 dataset describes a 2-piece molecular cluster, CH5FN3O overall in a non-equilibrium geometry. The level of theory is ωB97M-V/def2-TZVPD.

Positions of all 11 atoms, in Å:
C -0.7647 0.1097 0.0891
N -1.8716 -0.4289 0.5822
N 0.1252 -0.5820 -0.5798
N 2.1561 0.5271 -0.3210
O -0.6544 1.3981 0.2092
F 2.7797 -0.2692 0.4996
H -2.0740 -1.4151 0.5204
H -2.6039 0.1951 0.9002
H 0.2615 -1.5769 -0.4742
H 2.4675 0.2863 -1.2798
H 0.1788 1.7557 -0.1461

Forces on atoms 1 to 2 (eV/Å):
C -0.4 -0.2 0.3
N 0.0 0.4 0.0

Calculated values
HOMO (spin up / spin down)   -0.570 / -0.593 Eh
Relative energy (zero: lowest compared OMol25 entry of this formula, charge and spin)   94.2 kcal/mol
Charge   +1
HOMO-LUMO gap (spin up / spin down)   0.2894 / 0.3663 hartree
2S+1   1

# 11
This record from the Open Molecules 2025 dataset describes the molecule CH5FOP2 in a non-equilibrium geometry. The level of theory is ωB97M-V/def2-TZVPD.

Positions of all 10 atoms, in Å:
C -1.9263 -0.4723 0.2579
P -0.9681 1.1381 0.0556
P 1.3407 -0.0862 -0.0193
O 2.1453 1.2803 -0.2515
F 2.6500 -1.0603 -0.1327
H -2.2417 -0.2757 1.3101
H -1.4806 -1.5387 0.1120
H -2.7078 -0.2841 -0.5385
H 1.1812 -0.4759 -1.3470
H 2.0070 1.7748 0.5535

Forces on atoms 1 to 2 (eV/Å):
C 0.3 0.2 -0.4
P 0.7 -1.3 -0.1

Calculated values
HOMO (spin up / spin down)   -0.307 / -0.287 Eh
Relative energy (zero: lowest compared OMol25 entry of this formula, charge and spin)   51.8 kcal/mol
HOMO-LUMO gap (spin up / spin down)   0.2493 / 0.2425 hartree
2S+1   1
Structure (SMILES)   CP=[P@H](O)F

# 12
This record from the Open Molecules 2025 dataset describes CH5HgO2 as an isolated structure in a non-equilibrium geometry. The level of theory is ωB97M-V/def2-TZVPD.

Positions of all 9 atoms, in Å:
O -0.7991 0.1356 -0.2505
H 0.7603 0.8024 -0.0652
C -2.1138 0.5079 -0.0374
H -2.8079 -0.3497 -0.1448
H -2.2834 0.9284 0.9758
H -2.4545 1.2773 -0.7603
Hg 0.7997 -1.4530 -0.0169
O 1.8630 0.5818 0.0799
H 2.3336 1.0287 -0.6264

Forces on atoms 1 to 2 (eV/Å):
O 1.8 0.3 -0.3
H 2.5 -0.1 0.3

Calculated values
HOMO (spin up / spin down)   -0.315 / -0.332 Eh
Relative energy (zero: lowest compared OMol25 entry of this formula, charge and spin)   5.4 kcal/mol
<S²>   0.757
HOMO-LUMO gap (spin up / spin down)   0.3351 / 0.2518 hartree
2S+1   2

Copy entry 1 word for word.
This record from the Open Molecules 2025 dataset describes the molecule CH5BS2. The level of theory is ωB97M-V/def2-TZVPD.

Positions of all 9 atoms, in Å:
C 0.0068 -1.4031 -0.0286
B -0.0019 0.1753 -0.0165
S 1.5749 1.0400 -0.0014
S -1.5865 1.0259 -0.0014
H -0.0088 -1.7866 0.9928
H 0.8995 -1.8121 -0.4986
H -0.8629 -1.8238 -0.5296
H 1.1356 2.2974 0.0421
H -1.1568 2.2870 0.0413

Forces on atoms 1 to 2 (eV/Å):
C 0.0 0.2 0.0
B 0.0 -0.2 0.0

Calculated values
HOMO   -0.353 Eh
Relative energy (zero: lowest compared OMol25 entry of this formula, charge and spin)   0.0 kcal/mol
HOMO-LUMO gap   0.3655 hartree
2S+1   1
Structure (SMILES)   CB(S)S